No. 1
Below is a single C4H10O2 molecule in a non-equilibrium geometry, with properties calculated with ωB97M-V/def2-TZVPD.

Element x y z (Å)
1 C -0.2100 -0.1666 0.1786
2 C 1.1886 -0.3377 -0.5037
3 C 1.2117 0.9088 -1.4406
4 O 0.7992 1.9826 -0.5808
5 C -0.7879 -1.2734 0.9543
6 O -2.0796 -1.0786 1.5265
7 H -0.8224 0.0386 -0.7690
8 H -0.1806 0.7181 0.9127
9 H 1.0880 -1.2898 -1.1033
10 H 1.9469 -0.2360 0.2716
11 H 0.7034 0.7598 -2.4375
12 H 2.2419 1.1433 -1.8063
13 H 0.0919 2.3202 -1.1882
14 H -0.1610 -1.3831 1.7853
15 H -0.5512 -2.2426 0.3174
16 H -2.5284 -1.8479 1.3205

Relative energy (zero: lowest compared OMol25 entry of this formula, charge and spin)   244.6 kJ/mol
Frontier orbital gap   11.0 eV
SMILES   OCCCCO
Energy   -308.80501 a.u.
Max |F|   3.59 eV Å⁻¹


No. 2
Below is a single C18H21BrO3 molecule, with properties calculated with ωB97M-V/def2-TZVPD.

Element x y z (Å)
1 C 5.3056 2.2908 0.4328
2 O 3.9701 1.9173 0.2087
3 C 3.5929 0.6464 0.5248
4 C 4.4282 -0.3319 1.0340
5 C 3.9376 -1.5999 1.3191
6 C 2.6116 -1.8940 1.0944
7 C 1.7585 -0.9238 0.5830
8 C 2.2307 0.3456 0.2968
9 O 1.4842 1.3684 -0.2052
10 C 0.1090 1.1431 -0.4128
11 C -0.5160 2.4595 -0.8741
12 C -1.7923 2.2658 -1.6957
13 H -1.5859 1.5867 -2.5306
14 O -2.9086 1.8232 -0.9426
15 C -2.8775 0.5534 -0.4218
16 C -2.8809 0.4235 0.9675
17 C -2.8720 -0.8049 1.5945
18 C -2.8557 -1.9635 0.8278
19 C -2.8983 -1.8419 -0.5526
20 C -2.9279 -0.6096 -1.1947
21 C -3.0463 -0.5538 -2.6890
22 H -3.6195 -1.4068 -3.0458
23 H -3.5496 0.3594 -2.9985
24 H -2.0642 -0.5927 -3.1629
25 H -2.9219 -2.7363 -1.1590
26 C -2.8304 -3.3051 1.4925
27 H -2.1365 -3.3050 2.3305
28 H -3.8202 -3.5489 1.8786
29 H -2.5372 -4.0810 0.7902
30 H -2.8675 -0.8599 2.6724
31 Br -2.8854 2.0156 2.0042
32 H -2.1154 3.2301 -2.0957
33 H 0.2168 2.9697 -1.5011
34 H -0.7237 3.0926 -0.0113
35 H -0.0301 0.3672 -1.1831
36 H -0.3542 0.7909 0.5171
37 H 0.7232 -1.1760 0.4131
38 H 2.2240 -2.8775 1.3122
39 H 4.6049 -2.3492 1.7166
40 H 5.4698 -0.1203 1.2161
41 H 5.5768 2.2072 1.4907
42 H 5.3739 3.3334 0.1263
43 H 5.9996 1.6921 -0.1673

Relative energy (zero: lowest compared OMol25 entry of this formula, charge and spin)   8.8 kJ/mol
Frontier orbital gap   8.7 eV
SMILES   COc1ccccc1OCCCOc1c(C)cc(C)cc1Br
Energy   -3498.20407 a.u.
Max |F|   0.61 eV Å⁻¹


No. 3
Below is a molecular structure, C11H7ClF5N4O2STi, with properties calculated with ωB97M-V/def2-TZVPD.

Element x y z (Å)
1 Ti 0.6680 1.1277 -0.6709
2 N 3.9421 -2.0877 0.6608
3 C 4.0060 -0.9565 0.9054
4 N 4.0976 0.2974 1.1926
5 C 3.1230 1.0532 0.8533
6 N 2.2480 1.7664 0.5406
7 F -4.7931 1.8549 2.9942
8 C -4.0292 1.5690 1.9546
9 C -2.7207 2.0279 1.9089
10 F -2.2171 2.7552 2.8941
11 C -1.9642 1.6996 0.8074
12 F -0.6590 2.1500 0.7572
13 C -2.4166 0.9484 -0.2582
14 S -1.3972 0.6175 -1.6553
15 C -3.7290 0.5006 -0.1805
16 F -4.2360 -0.2355 -1.1624
17 C -4.5290 0.8047 0.9099
18 F -5.7749 0.3630 0.9601
19 Cl 0.7775 3.2865 -1.7605
20 C 1.4101 1.7870 -2.4734
21 H 2.4894 1.8450 -2.5714
22 H 0.8858 1.5446 -3.3908
23 N 2.1948 -3.3106 -0.6787
24 C 1.0053 -2.7316 -0.0301
25 C 0.9903 -1.2365 -0.1879
26 O 1.5700 -0.6749 -1.1750
27 O 0.3714 -0.4995 0.6174
28 H 2.1790 -4.3255 -0.6317
29 H 3.1931 -2.8247 -0.0467
30 H 2.2359 -3.0411 -1.6596
31 H 1.0087 -2.9695 1.0320
32 H 0.0701 -3.1051 -0.4556

Net charge   +1
Relative energy (zero: lowest compared OMol25 entry of this formula, charge and spin)   5.6 kJ/mol
Frontier orbital gap   7.3 eV
Energy   -2999.86306 a.u.
Max |F|   0.75 eV Å⁻¹


No. 4
Below is a molecular structure, C3HLi2O4 in a non-equilibrium geometry, with properties calculated with ωB97M-V/def2-TZVPD.

Element x y z (Å)
1 O 1.5064 -1.0933 0.7128
2 C 1.9820 -0.0493 0.4307
3 O 2.7163 0.5178 -0.3332
4 Li 0.2866 -2.4569 0.0157
5 O 0.5192 1.7857 -0.1707
6 H 1.4954 1.6890 -0.7797
7 C -0.5629 1.1260 -0.5997
8 C -1.1269 0.0553 -0.7854
9 O -1.4754 -1.1699 -0.6451
10 Li -3.1986 -1.6581 -0.9441

Net charge   +1
Frontier orbital gap   6.6 eV
Energy   -430.64432 a.u.
Max |F|   5.86 eV Å⁻¹